1.
100
Properties=species:S:1:pos:R:3:forces:R:3 method="wB97M-V/def2-TZVPD" total_charge=+1 e_above_lowest_kcal_mol=12.3 spin_multiplicity=3 s2=2.032
Au 0.815101 -0.644702 1.407614 -0.169 -0.263 0.208
F 1.397324 1.850688 0.450554 0.026 0.132 0.178
B 1.755899 2.551240 1.704604 -0.037 -0.255 -0.258
F 3.024186 3.063615 1.536016 -0.083 -0.005 0.097
F 1.717132 1.545906 2.694155 0.133 0.164 0.144
F 0.792061 3.513606 1.932179 0.102 0.065 -0.010
C 1.459610 4.931745 -1.190531 -0.008 -0.420 0.016
Si 0.052005 3.865063 -1.815501 -0.262 0.654 0.090
C -0.445641 4.407731 -3.559880 0.087 -0.295 0.251
C -1.375053 3.848737 -0.599303 0.184 0.085 -0.309
As 0.767101 1.594153 -2.082939 0.098 0.387 -0.446
Si -0.728667 0.405665 -3.536263 -0.514 -0.627 -0.153
C -0.607375 -1.421867 -3.078469 0.009 0.648 -0.120
C -0.217282 0.714605 -5.322581 0.131 0.163 0.341
C -2.469424 1.038745 -3.190200 0.320 0.080 0.075
Si 3.050109 1.683832 -2.794220 0.682 -0.151 -0.217
C 3.558521 -0.069650 -3.256396 -0.224 0.206 0.057
C 3.067567 2.804042 -4.313778 -0.260 -0.138 0.259
C 4.124670 2.354574 -1.415908 -0.372 -0.074 -0.055
H 1.102139 5.952677 -1.040416 -0.100 -0.010 -0.045
H 2.301814 4.971737 -1.883144 -0.017 0.008 -0.020
H 1.817290 4.564175 -0.226048 -0.002 0.059 -0.037
H -0.679623 5.474268 -3.556995 0.005 0.020 0.074
H -1.323613 3.875651 -3.928014 -0.002 0.008 -0.017
H 0.369734 4.250637 -4.268881 -0.008 0.019 -0.001
H -1.872087 4.819955 -0.564252 0.089 0.103 -0.092
H -0.979210 3.636098 0.397113 -0.026 0.006 -0.064
H -2.121217 3.090913 -0.844468 0.321 0.611 -0.259
H 0.225144 -1.905441 -3.594132 -0.152 0.291 0.022
H -1.520513 -1.951578 -3.357435 -0.053 0.084 -0.020
H -0.458250 -1.551256 -2.002924 -0.070 0.002 -0.040
H 0.768136 0.295349 -5.534504 -0.001 0.001 0.013
H -0.191974 1.781217 -5.554183 -0.009 -0.007 -0.012
H -0.933042 0.245315 -6.000683 -0.061 -0.054 0.071
H -2.827496 0.671531 -2.227098 0.020 0.046 -0.276
H -3.162495 0.694253 -3.959923 0.075 -0.059 -0.078
H -2.512984 2.128384 -3.168667 -0.049 0.008 -0.017
H 2.828396 -0.559628 -3.903763 0.005 0.009 -0.025
H 3.677484 -0.684710 -2.363560 -0.009 -0.018 0.044
H 4.516485 -0.059446 -3.780896 0.008 0.051 0.009
H 2.403832 2.438436 -5.099560 0.000 0.005 0.004
H 4.078745 2.844503 -4.724318 0.047 -0.061 0.067
H 2.773420 3.824396 -4.062341 0.006 -0.001 -0.004
H 4.328561 1.576200 -0.680168 -0.014 -0.007 0.032
H 3.649718 3.177037 -0.881467 0.051 -0.024 -0.004
H 5.079645 2.707713 -1.809942 -0.016 -0.038 -0.114
F 3.114771 -4.570778 5.291609 0.026 -0.061 0.082
C 3.131900 -3.686397 4.300604 0.000 0.111 -0.117
C 2.992318 -4.148228 2.994984 -0.004 -0.098 -0.067
C 2.978574 -3.234050 1.972681 -0.014 -0.014 0.049
C 3.101374 -1.842814 2.233336 -0.297 0.059 -0.104
C 2.984409 -0.885879 1.189049 0.496 0.127 -0.151
C 3.266718 -1.423414 3.580502 -0.029 0.036 0.073
C 3.283745 -2.337930 4.604922 -0.008 0.055 0.065
H 2.898519 -5.210587 2.813854 -0.001 0.011 0.015
H 2.866627 -3.562175 0.946747 -0.013 -0.040 -0.009
H 3.117365 -1.235546 0.167443 -0.048 0.000 0.005
H 3.334500 0.121064 1.398568 -0.059 0.027 -0.066
H 3.356000 -0.363709 3.785909 -0.005 -0.003 0.000
H 3.400295 -2.032585 5.635841 0.005 -0.021 -0.002
C -3.030444 -2.615395 3.505503 -0.011 0.073 0.021
C -1.701655 -1.859240 3.489998 0.097 0.109 -0.139
C -0.550167 -2.852225 3.700080 -0.036 -0.014 -0.064
C -1.646089 -0.821442 4.614863 0.024 -0.005 -0.053
P -1.443663 -0.988130 1.829991 -0.326 -0.022 0.080
C -2.075950 -2.205736 0.616809 0.276 0.023 -0.067
C -1.221771 -3.283401 0.360905 -0.107 0.051 -0.017
C -1.614983 -4.321983 -0.466373 -0.015 -0.093 0.018
C -2.843649 -4.274846 -1.107519 0.023 -0.011 -0.003
C -3.677609 -3.187400 -0.904257 -0.026 0.013 -0.025
C -3.306296 -2.170248 -0.036055 -0.033 -0.008 0.035
C -2.423664 0.608068 1.690151 0.170 -0.195 -0.001
C -3.901399 0.516935 2.080245 0.038 -0.029 0.004
C -1.756202 1.677548 2.566894 0.040 0.007 0.013
C -2.250072 1.047040 0.227908 -0.241 -0.421 0.295
H -3.167365 -3.074927 4.486904 0.003 0.014 0.013
H -3.044219 -3.408837 2.758546 -0.031 -0.010 0.008
H -3.877856 -1.953691 3.322906 -0.016 -0.061 0.019
H -0.592766 -3.233351 4.723044 -0.068 -0.015 -0.008
H 0.422353 -2.375551 3.562505 0.020 -0.016 0.039
H -0.622476 -3.707782 3.028256 0.036 0.011 -0.045
H -1.572855 -1.335407 5.575166 -0.017 -0.047 -0.018
H -2.544049 -0.206289 4.642298 0.050 0.036 0.014
H -0.770297 -0.176413 4.515836 -0.013 0.029 0.061
H -0.234509 -3.297199 0.807005 0.013 -0.048 0.028
H -0.961978 -5.172815 -0.612695 0.043 0.041 -0.041
H -3.140264 -5.078391 -1.768581 -0.020 0.003 0.004
H -4.629490 -3.128240 -1.416056 -0.014 -0.016 0.027
H -3.996182 -1.355432 0.113602 0.022 0.016 0.005
H -4.015993 0.232002 3.125311 -0.031 0.027 -0.015
H -4.477233 -0.178852 1.475953 -0.034 0.016 0.032
H -4.349464 1.506362 1.963383 0.007 0.011 -0.009
H -2.012396 1.565858 3.617162 0.023 0.018 -0.013
H -2.109453 2.661904 2.250352 -0.020 -0.026 -0.017
H -0.670595 1.676166 2.469183 -0.069 0.019 0.031
H -2.569178 0.286107 -0.484451 0.026 -0.022 0.237
H -1.201432 1.290902 0.031001 -0.083 -0.047 0.030
H -2.844838 1.948038 0.058337 -0.076 -0.457 0.255
I 1.626132 -3.844491 -2.259950 0.276 -0.442 0.018
I -0.102984 -4.842302 -4.018694 0.173 -0.108 0.119

2.
13
Properties=species:S:1:pos:R:3:forces:R:3 method="wB97M-V/def2-TZVPD" total_charge=+2 e_above_lowest_kcal_mol=0.0
O -2.106070 -1.169978 -1.747516 -0.055 -0.068 -0.186
C -0.953635 -0.768393 -1.532726 -2.247 -1.510 1.288
C 0.028244 -0.322038 -0.850445 1.445 0.724 -3.558
K -4.593793 -0.066994 -2.867660 -0.010 0.203 -0.175
Li -2.484422 -2.584623 -0.481672 -0.073 0.207 -0.240
H 0.263790 0.324141 -1.887075 0.546 -0.561 2.267
C 1.940116 0.729185 1.703123 -0.321 1.866 -1.991
C 0.745069 1.300781 1.302119 0.348 -0.023 1.727
O 2.323695 -0.462429 1.348909 -0.118 -2.312 0.475
H 2.723610 1.383728 2.117209 0.130 -0.369 -0.389
H 0.744296 2.383251 1.145041 -0.275 -0.257 0.809
H -0.146794 0.825532 1.733325 -0.086 -0.041 -1.099
Mg 1.515900 -1.572161 0.017372 0.716 2.141 1.072

3.
7
Properties=species:S:1:pos:R:3:forces:R:3 method="wB97M-V/def2-TZVPD" total_charge=0 e_above_lowest_kcal_mol=90.7
C -0.278429 1.239382 -0.354404 -1.100 0.442 2.689
N -0.146867 -1.399946 0.554648 -1.667 0.410 -1.580
I 0.289677 -2.423676 -1.148173 0.327 0.004 0.340
I 0.991399 -1.363068 2.104068 1.309 -0.189 1.147
H -0.949060 1.471893 0.562444 1.540 -0.462 -1.924
H 0.759982 1.431372 -0.423687 0.886 0.260 0.713
H -0.666702 1.044042 -1.294896 -1.294 -0.465 -1.385